C20H28BrClLaN2O2 | ωB97M-V/def2-TZVPD

Geometry (Å):
La  0.03  0.61  0.17
Cl  -1.73  -0.96  -1.08
N  -1.06  -0.18  2.30
N  0.80  1.45  -2.07
C  -0.18  -0.48  3.23
C  1.91  0.94  -2.56
C  -2.35  0.14  2.94
C  -2.01  0.06  4.43
C  -3.39  -0.89  2.54
C  -2.79  1.53  2.51
H  -3.11  -1.87  2.94
H  -3.47  -0.95  1.45
H  -4.36  -0.60  2.97
H  -1.98  2.26  2.68
H  -3.67  1.82  3.10
H  -3.06  1.54  1.45
C  0.16  2.28  -3.11
C  1.03  2.00  -4.34
C  0.23  3.74  -2.68
C  -1.28  1.86  -3.33
H  -1.34  0.79  -3.57
H  -1.69  2.45  -4.16
H  -1.90  2.04  -2.44
H  1.28  4.05  -2.61
H  -0.23  3.88  -1.69
H  -0.28  4.36  -3.42
O  2.14  1.18  -3.84
H  1.46  2.90  -4.79
H  0.51  1.41  -5.11
O  -0.60  -0.40  4.48
H  -2.60  -0.69  4.98
H  -2.06  1.03  4.95
C  1.23  -0.88  2.93
C  2.88  0.12  -1.76
C  2.18  -0.82  -0.81
H  3.47  0.84  -1.17
H  3.55  -0.39  -2.45
C  1.84  -0.40  0.50
C  1.40  -1.32  1.48
H  1.65  1.12  0.79
C  1.01  -2.60  1.07
C  1.19  -2.96  -0.28
C  0.36  -3.56  2.02
C  1.77  -2.10  -1.22
H  0.86  -3.94  -0.60
C  1.91  -2.52  -2.66
H  1.69  -3.59  -2.77
H  2.92  -2.33  -3.05
H  1.20  -1.97  -3.31
H  0.88  -3.60  2.99
H  0.35  -4.57  1.60
H  -0.70  -3.29  2.22
H  1.52  -1.67  3.63
H  1.86  0.00  3.11
Br  0.60  3.12  1.40

Values from the calculation:
LUMO (alpha / beta): 2.65 / 2.67 eV
E_HOMO (alpha / beta): -0.63 / -0.60 eV
net charge: -1
HOMO-LUMO gap (alpha / beta): 3.29 / 3.28 eV
strongest force on any atom: 0.1401 hartree/bohr
energy relative to the best compared isomer or geometry (same formula, charge and spin): 354.28 kJ/mol

Here are the Löwdin charges for atoms 1 to 5, given in e: 1.120 -0.287 0.008 0.010 -0.354